Computed, not measured: a cluster of 7 separate species, C21H62N6O6 in total at a distorted geometry, with ωB97M-V/def2-TZVPD.

XYZ file:
```
95
Properties=species:S:1:pos:R:3:lowdin_charge:R:1
N -2.67 3.96 -0.90 0.332
H -2.12 3.15 -0.64 0.122
H -3.04 4.31 -0.03 0.147
H -3.42 3.72 -1.53 0.148
H -2.04 4.63 -1.33 0.139
C 0.28 -0.06 -1.62 -0.410
O -0.58 0.26 -0.50 -0.533
H -0.07 0.55 -2.46 0.012
H 1.34 0.14 -1.50 0.017
H 0.19 -1.13 -1.80 0.025
C -3.32 -4.08 -4.76 -0.095
C -4.06 -3.38 -3.59 -0.369
C -5.60 -3.73 -3.49 -0.177
O -6.28 -3.17 -2.36 -0.182
C -7.69 -3.23 -2.45 -0.127
N -3.29 -3.94 -2.47 0.014
H -3.59 -5.13 -4.86 0.076
H -2.24 -3.99 -4.81 0.076
H -3.69 -3.68 -5.71 0.060
H -3.91 -2.30 -3.57 0.132
H -5.69 -4.77 -3.18 0.115
H -6.10 -3.72 -4.45 0.118
H -7.96 -4.25 -2.18 0.077
H -8.15 -3.06 -3.42 0.082
H -8.27 -2.73 -1.67 0.083
H -2.32 -4.08 -2.70 0.059
H -3.60 -4.90 -2.49 0.056
C 2.55 -9.35 4.19 -0.044
C 2.82 -7.98 3.55 -0.500
C 1.70 -7.31 2.89 -0.232
O 1.97 -6.01 2.40 -0.212
C 2.91 -5.84 1.39 -0.107
N 3.26 -7.05 4.56 0.053
H 2.66 -10.09 3.40 0.082
H 1.79 -9.32 4.97 0.083
H 3.42 -9.54 4.81 0.073
H 3.57 -8.04 2.76 0.134
H 0.97 -7.17 3.69 0.130
H 1.21 -7.88 2.10 0.131
H 2.65 -4.92 0.85 0.095
H 2.73 -6.67 0.71 0.093
H 3.91 -5.74 1.80 0.090
H 2.48 -7.11 5.19 0.071
H 3.17 -6.18 4.05 0.058
C 5.05 3.39 0.44 -0.067
C 4.31 4.57 1.06 -0.450
C 4.53 5.92 0.29 -0.205
O 5.91 6.15 0.13 -0.193
C 6.54 6.80 1.30 -0.063
N 2.96 4.15 1.12 0.004
H 4.73 2.37 0.68 0.079
H 6.12 3.54 0.58 0.066
H 5.10 3.45 -0.65 0.079
H 4.48 4.67 2.13 0.127
H 3.84 6.67 0.68 0.117
H 4.17 5.89 -0.74 0.119
H 7.59 7.06 1.22 0.081
H 6.44 6.08 2.10 0.077
H 6.05 7.74 1.58 0.080
H 2.52 4.25 0.21 0.070
H 2.87 3.20 1.46 0.077
C -0.70 5.48 -5.66 -0.085
C 0.38 6.29 -5.04 -0.434
C 0.60 7.76 -5.62 -0.174
O -0.50 8.61 -5.31 -0.218
C -0.45 9.87 -5.91 -0.107
N 0.08 6.41 -3.62 0.029
H -1.66 5.95 -5.43 0.079
H -0.83 4.48 -5.25 0.075
H -0.41 5.24 -6.68 0.084
H 1.30 5.73 -5.21 0.137
H 0.82 7.70 -6.69 0.122
H 1.46 8.15 -5.08 0.118
H 0.43 10.36 -5.50 0.087
H -1.33 10.48 -5.70 0.093
H -0.31 9.65 -6.97 0.088
H -0.74 7.01 -3.60 0.054
H 0.75 7.11 -3.36 0.060
C 0.32 -1.96 5.80 -0.074
C -1.05 -2.44 5.31 -0.454
C -2.25 -1.54 5.83 -0.172
O -3.43 -2.19 5.30 -0.204
C -3.81 -3.34 6.13 -0.081
N -1.12 -2.68 3.87 0.058
H 1.15 -2.61 5.52 0.071
H 0.34 -2.00 6.89 0.068
H 0.38 -0.93 5.43 0.076
H -1.19 -3.40 5.82 0.109
H -2.09 -0.57 5.36 0.117
H -2.21 -1.44 6.91 0.111
H -4.86 -3.59 5.94 0.079
H -3.82 -3.13 7.20 0.078
H -3.15 -4.16 5.85 0.076
H -0.66 -1.95 3.36 0.076
H -0.52 -3.47 3.66 0.065
```

The HOMO energy comes out at -4.99 eV. Its net charge is 0. Its lowest unoccupied orbital energy is -1.05 eV. The electronic energy is -43996.2795 eV.